Record 1
Formula: C8H10N3O2P
Source: the Open Molecules 2025 dataset
Level of theory: the ωB97M-V functional and the def2-TZVPD basis

As for the orbital gap: 8.45 eV. The relative energy (zero: lowest compared OMol25 entry of this formula, charge and spin) comes out at 2.661 eV. The value obtained for the largest force on an atom is 5.9 eV/Å. Its structure (SMILES) is O=C1CCNc2cc[nH]c(=O)c2N1P.

ORCA input file:
```
! wB97M-V def2-TZVPD RIJCOSX def2/J DEFGRID3
* xyz 0 1
C 0.871 1.704 1.352
C 1.246 1.309 2.550
C 0.285 0.805 0.468
C 0.384 -0.541 0.767
C 0.768 -0.953 2.071
C -0.182 -1.906 -1.527
C 0.340 -0.543 -2.110
C -0.643 0.523 -1.785
N 1.105 0.053 2.949
N -0.258 1.280 -0.635
N -0.266 -1.954 -0.199
O 0.761 -2.116 2.501
O -0.458 -2.840 -2.228
P -0.787 -3.249 0.807
H 0.710 2.870 1.276
H 1.669 1.961 3.400
H 1.323 -0.483 -1.618
H 0.580 -0.610 -3.168
H -0.857 1.280 -2.557
H -1.723 0.173 -1.785
H 1.312 -0.267 3.929
H -0.075 2.237 -0.849
H -0.015 -4.384 0.397
H -1.840 -3.692 -0.065
*
```

***

Record 2
Formula: C8H10N3P
Source: the Open Molecules 2025 dataset
Level of theory: the ωB97M-V functional and the def2-TZVPD basis

As for the orbital gap (spin up / spin down): 6.80 / 6.19 eV. The relative energy (zero: lowest compared OMol25 entry of this formula, charge and spin) comes out at 0.000 eV. The value obtained for the largest force on an atom is 6.5 eV/Å.

ORCA input file:
```
! wB97M-V def2-TZVPD RIJCOSX def2/J DEFGRID3
* xyz 0 1
C 1.247 -1.078 -0.325
C -0.610 0.413 0.331
C 0.607 -1.278 -1.512
C -1.249 0.085 -0.889
C 0.620 -0.186 0.637
C -0.640 -0.740 -1.833
C 1.235 0.287 1.825
C -1.343 -1.269 -3.044
N 1.297 3.414 1.580
N 1.120 4.052 0.716
N 0.728 0.676 2.990
P -0.864 0.569 3.591
H 2.215 -1.451 -0.126
H -0.785 1.272 0.896
H 1.093 -2.042 -2.113
H -2.216 0.632 -1.109
H 2.320 0.111 1.996
H -2.281 -1.923 -2.727
H -1.850 -0.375 -3.629
H -0.681 -1.883 -3.471
H 1.453 1.021 3.621
H -1.419 -0.308 2.594
*
```

***

Record 3
Formula: C8H10N4NiS5Sb
Source: the Open Molecules 2025 dataset
Level of theory: the ωB97M-V functional and the def2-TZVPD basis

As for the expectation value of S²: 2.039. As for the orbital gap (spin up / spin down): 4.82 / 6.72 eV. The relative energy (zero: lowest compared OMol25 entry of this formula, charge and spin) comes out at 0.061 eV. The value obtained for the largest force on an atom is 3.2 eV/Å.

ORCA input file:
```
! wB97M-V def2-TZVPD RIJCOSX def2/J DEFGRID3
* xyz -1 3
Ni -0.879 -0.860 -0.895
C 1.655 1.738 1.350
C 1.106 0.681 0.504
N -0.166 0.643 0.059
N -1.239 1.125 0.854
C -1.832 2.365 0.692
N -3.037 2.463 1.213
S -1.055 3.652 -0.062
C 1.836 -0.434 -0.070
C 3.237 -0.688 -0.108
C 3.752 -1.691 -0.887
C 2.867 -2.611 -1.451
C 1.538 -2.442 -1.254
N 1.004 -1.305 -0.728
H 1.272 2.720 1.061
H 2.715 1.766 1.287
H 1.348 1.618 2.442
H -1.968 0.335 1.119
H -3.623 1.599 1.366
H -3.535 3.354 1.229
H 3.929 -0.114 0.551
H 4.836 -1.683 -0.980
H 3.330 -3.418 -2.074
H 0.777 -3.151 -1.515
S -4.736 -0.292 -1.820
Sb -4.485 -2.115 -0.148
S -2.721 -0.152 -1.941
S -2.267 -2.232 -1.508
S -3.660 -0.874 1.714
*
```